Entry from the OMol25 dataset: a molecular structure, C34H41Cl2InN7O3SSi (wB97M-V/def2-TZVPD).

XYZ file:
```
90
Properties=species:S:1:pos:R:3:forces:R:3:lowdin_charge:R:1
In 0.4549 -0.6805 -0.1788 0.357 -0.625 0.316 0.71
N 6.9403 -4.0190 -1.4596 0.006 -0.023 0.023 0.12
C 6.0018 -3.0230 -1.5706 -0.006 0.016 -0.018 -0.31
C 4.8661 -3.1967 -2.3699 -0.001 0.017 0.000 -0.01
C 3.9030 -2.2118 -2.4371 -0.013 -0.056 0.017 -0.07
C 4.0498 -1.0380 -1.7071 -0.071 -0.041 0.106 -0.29
C 5.1787 -0.8441 -0.9178 0.061 0.057 -0.057 -0.05
C 6.1419 -1.8283 -0.8503 0.001 0.004 -0.006 -0.02
S 2.7724 0.1624 -1.7880 -0.107 0.069 -0.026 0.63
O 3.1904 1.3133 -2.5186 -0.034 0.015 0.000 -0.26
O 1.5834 -0.5751 -2.2725 -0.026 0.116 -0.107 -0.39
N 2.2476 0.5054 -0.2790 -0.020 0.058 -0.104 -0.17
C 2.8009 1.4618 0.5447 -0.038 0.049 0.022 -0.46
N 4.0340 1.9047 0.3020 0.006 -0.007 0.008 0.13
C 4.4989 2.8375 1.1241 0.001 0.022 0.016 -0.10
C 3.7713 3.3182 2.1997 0.003 -0.006 -0.010 -0.05
C 2.5152 2.7650 2.3740 0.011 0.024 0.018 -0.13
N 2.0117 1.8468 1.5556 0.022 -0.012 -0.002 0.11
H 6.9480 -4.7391 -2.1608 -0.003 0.006 -0.007 0.10
H 7.8451 -3.7753 -1.0961 0.003 0.005 -0.009 0.10
H 4.7322 -4.1129 -2.9324 0.006 -0.007 0.004 0.11
H 3.0268 -2.3633 -3.0493 -0.012 0.017 0.009 0.10
H 5.3033 0.0823 -0.3746 -0.013 -0.005 0.006 0.09
H 7.0220 -1.6757 -0.2375 0.001 -0.006 0.005 0.11
H 5.4968 3.2059 0.9132 0.005 -0.010 -0.006 0.12
H 4.1634 4.0720 2.8649 -0.003 0.006 0.001 0.10
H 1.8791 3.0731 3.1976 -0.010 -0.015 -0.002 0.11
C 1.1772 -2.7170 0.0563 -0.015 -0.085 0.009 -0.25
Si 0.0219 -3.7878 -0.9141 -0.031 0.106 -0.074 0.63
C -0.9755 -2.5437 -1.9848 0.021 0.005 0.080 -0.21
N -1.4399 -1.3266 -1.2515 -0.106 0.157 -0.082 -0.24
C -1.9638 -0.3124 -2.2147 0.083 -0.017 -0.019 -0.21
C -3.2911 -0.7057 -2.8444 0.012 -0.009 -0.025 -0.15
C -4.3406 -1.0572 -1.7688 -0.030 -0.022 -0.010 -0.16
C -3.7671 -0.9003 -0.3632 -0.009 0.005 0.037 -0.19
C -2.4878 -1.7081 -0.2294 0.016 0.007 -0.043 -0.17
C 0.8407 -4.9450 -2.1362 -0.013 -0.006 0.016 -0.23
C 1.2989 -4.5096 -3.3826 0.009 0.021 -0.027 -0.11
C 1.9610 -5.3684 -4.2483 0.005 -0.015 0.005 -0.08
C 2.1790 -6.6887 -3.8799 -0.003 -0.004 0.007 -0.08
C 1.7286 -7.1443 -2.6490 -0.005 0.005 -0.008 -0.08
C 1.0631 -6.2806 -1.7906 0.032 -0.011 0.013 -0.09
C -1.1374 -4.7730 0.1803 0.068 -0.019 -0.009 -0.27
C -0.9937 -4.8297 1.5663 -0.038 0.047 0.019 -0.09
C -1.8613 -5.5805 2.3500 -0.012 0.006 -0.008 -0.08
C -2.8919 -6.2916 1.7545 -0.002 -0.003 0.005 -0.08
C -3.0506 -6.2538 0.3748 0.001 0.013 0.012 -0.07
C -2.1792 -5.5037 -0.3998 -0.017 -0.023 -0.001 -0.10
H 2.1739 -2.7417 -0.3899 0.009 0.037 0.012 0.01
H 1.2670 -2.9738 1.1106 -0.018 -0.066 -0.023 -0.02
H -1.8328 -3.0149 -2.4747 0.003 -0.051 0.033 0.10
H -0.3019 -2.1994 -2.7739 -0.027 0.011 -0.015 0.07
H -1.1886 -0.1618 -2.9668 -0.016 0.005 -0.001 0.12
H -2.0754 0.6277 -1.6791 -0.023 -0.023 -0.009 0.06
H -3.1479 -1.5363 -3.5362 -0.005 -0.006 0.007 0.11
H -3.6225 0.1354 -3.4549 0.003 0.007 0.007 0.12
H -4.6657 -2.0929 -1.8943 0.003 -0.001 0.007 0.11
H -5.2328 -0.4419 -1.8811 0.009 0.012 -0.001 0.11
H -4.4750 -1.2753 0.3781 0.005 -0.001 0.002 0.12
H -3.5932 0.1486 -0.1141 -0.004 0.002 -0.018 0.09
H -2.7261 -2.7616 -0.3804 -0.009 0.004 -0.005 0.11
H -2.0609 -1.6235 0.7715 -0.020 0.005 0.007 0.07
H 1.1417 -3.4836 -3.6974 -0.018 -0.001 0.004 0.09
H 2.2994 -5.0109 -5.2127 0.000 0.006 -0.001 0.11
H 2.6894 -7.3637 -4.5547 0.005 0.001 -0.002 0.11
H 1.8889 -8.1748 -2.3599 0.002 -0.004 -0.003 0.11
H 0.7092 -6.6572 -0.8371 -0.007 0.008 0.005 0.10
H -0.1925 -4.2794 2.0478 0.007 -0.009 0.001 0.08
H -1.7321 -5.6158 3.4246 0.003 -0.001 -0.001 0.10
H -3.5664 -6.8804 2.3622 -0.006 0.002 -0.002 0.11
H -3.8494 -6.8132 -0.0945 0.001 -0.004 -0.001 0.11
H -2.3110 -5.4961 -1.4776 0.017 -0.004 -0.006 0.11
Cl -0.0264 2.5701 -1.8955 0.021 0.016 -0.022 0.65
C -0.6381 3.0137 -0.3144 0.009 0.001 0.155 -0.90
Cl -1.1483 1.5909 0.6528 -0.031 0.064 -0.119 0.62
H -1.5118 3.6454 -0.4201 0.019 0.014 -0.015 0.04
H 0.1519 3.4901 0.2538 0.008 0.011 -0.022 0.02
O -3.1424 -1.1003 3.9884 0.040 -0.005 0.015 0.05
C -3.0862 -0.4338 3.0842 -0.061 0.017 -0.010 0.01
C 2.5870 -1.9827 3.9457 0.013 0.002 -0.005 -0.01
N 1.1348 -1.8454 4.0500 0.014 -0.016 -0.027 -0.17
C 0.4474 -2.3658 5.2293 -0.008 -0.014 0.003 -0.01
C 0.4647 -1.3041 3.0713 -0.097 0.055 0.107 -0.26
N -0.1245 -0.8165 2.2006 0.064 0.100 -0.168 0.14
H 3.0696 -1.4407 4.7591 0.004 -0.003 0.002 0.10
H 2.9211 -1.5753 2.9938 0.000 0.007 0.013 0.10
H 2.8639 -3.0364 3.9961 -0.002 0.000 0.005 0.10
H 0.8489 -1.8926 6.1253 -0.001 0.001 0.000 0.10
H 0.5864 -3.4454 5.2986 0.004 0.001 -0.001 0.10
H -0.6146 -2.1452 5.1573 0.001 -0.007 0.002 0.09
```
Forces are in eV/Å.

Summary:
total charge: +1
molecular weight: 841.625 g mol⁻¹
Kohn-Sham gap: 8.2 eV
LUMO energy: -2.08 eV

Entry from the OMol25 dataset: a molecular structure, C31H42InN4O3S2Si (wB97M-V/def2-TZVPD).

XYZ file:
```
84
Properties=species:S:1:pos:R:3:forces:R:3:lowdin_charge:R:1
In 1.1859 0.7896 -0.0077 0.014 -0.212 0.518 0.69
C -1.1066 0.7795 3.9752 0.016 0.037 -0.020 0.02
C -0.8654 1.5433 2.7049 -0.046 0.027 -0.184 -0.54
O -0.7659 0.9952 1.6041 0.141 -0.366 0.198 -0.10
N -0.7938 2.8840 2.7791 0.031 -0.022 0.055 0.11
C -0.6802 3.6584 1.5565 0.017 0.007 0.011 -0.10
C 0.7170 4.1191 1.2342 -0.023 -0.103 -0.038 -0.24
C 1.1175 5.3913 1.6138 -0.030 0.001 -0.076 -0.01
C 2.3482 5.8743 1.2053 0.035 0.049 0.008 -0.04
C 3.1248 5.0722 0.3918 0.008 0.027 0.025 -0.03
C 2.6677 3.8029 0.0841 -0.055 -0.067 0.050 -0.14
N 1.5095 3.2980 0.5224 0.080 0.072 -0.042 0.07
H -0.9203 -0.2759 3.7968 0.001 0.008 -0.006 0.09
H -2.1468 0.9058 4.2815 0.017 -0.010 -0.008 0.10
H -0.4646 1.1403 4.7794 -0.020 0.000 -0.002 0.09
H -0.8284 3.3404 3.6750 -0.040 0.022 -0.008 0.16
H -1.3432 4.5209 1.6130 0.026 0.041 0.070 0.14
H -1.0172 3.0202 0.7438 -0.076 0.066 -0.051 0.11
H 0.4477 6.0083 2.1996 0.002 -0.027 -0.011 0.12
H 2.6787 6.8639 1.4938 -0.012 -0.014 -0.014 0.12
H 4.0743 5.4115 0.0029 0.001 -0.026 -0.007 0.12
H 3.2625 3.1610 -0.5449 0.053 -0.043 0.003 0.05
C -0.4184 0.3464 -1.3469 0.327 0.375 0.160 -0.29
Si -1.0087 -1.4171 -1.3613 -0.064 0.130 -0.182 0.62
C 0.5490 -2.4644 -1.2453 0.023 -0.081 0.151 -0.24
N 1.3896 -2.1562 -0.0722 0.065 0.020 -0.089 -0.21
C 2.7599 -2.6606 -0.2868 -0.089 0.035 -0.033 -0.22
C 2.8536 -4.1842 -0.3476 0.023 0.005 0.066 -0.16
C 2.0824 -4.8264 0.8250 0.003 0.027 0.005 -0.17
C 1.6771 -3.7681 1.8484 0.016 -0.022 -0.017 -0.18
C 0.8031 -2.7128 1.1821 0.009 0.006 -0.064 -0.19
C -2.2706 -1.7716 -0.0279 -0.099 0.020 0.033 -0.26
C -3.0140 -0.7577 0.5775 -0.021 -0.026 0.014 -0.10
C -4.0169 -1.0500 1.4948 0.014 0.002 -0.012 -0.08
C -4.2948 -2.3687 1.8234 0.008 -0.016 -0.008 -0.08
C -3.5830 -3.3956 1.2147 -0.003 0.009 0.015 -0.07
C -2.5905 -3.0954 0.2943 -0.056 0.019 -0.032 -0.11
C -1.8157 -1.8266 -3.0026 0.012 -0.131 -0.054 -0.23
C -1.0508 -1.9356 -4.1700 -0.015 0.062 -0.003 -0.10
C -1.6264 -2.2973 -5.3792 0.013 0.024 0.012 -0.08
C -2.9886 -2.5581 -5.4456 -0.010 -0.004 0.003 -0.08
C -3.7682 -2.4479 -4.3037 0.016 0.021 0.012 -0.08
C -3.1855 -2.0884 -3.0946 0.014 0.022 -0.045 -0.09
H -1.1585 1.0735 -1.0136 -0.022 -0.033 -0.162 -0.01
H -0.0549 0.6660 -2.3257 -0.174 -0.067 -0.068 0.01
H 1.1284 -2.2191 -2.1434 -0.028 -0.005 -0.009 0.09
H 0.3058 -3.5342 -1.3286 0.075 -0.012 0.055 0.10
H 3.3879 -2.2946 0.5218 0.062 0.110 0.104 0.10
H 3.1472 -2.2115 -1.2021 0.001 0.016 -0.008 0.11
H 3.9106 -4.4558 -0.3109 -0.007 -0.009 -0.012 0.11
H 2.4761 -4.5508 -1.3029 -0.001 0.001 -0.006 0.10
H 2.6784 -5.6076 1.2971 -0.010 -0.006 -0.006 0.11
H 1.1733 -5.3107 0.4570 0.006 0.002 -0.005 0.11
H 2.5619 -3.3143 2.3039 -0.009 0.001 0.006 0.11
H 1.1052 -4.2186 2.6615 0.009 0.000 0.016 0.12
H 0.5789 -1.9033 1.8796 -0.009 0.045 0.015 0.07
H -0.1489 -3.1820 0.9373 -0.011 0.009 -0.001 0.09
H -2.8116 0.2787 0.3348 -0.006 -0.050 0.014 0.09
H -4.5893 -0.2474 1.9458 0.017 -0.020 -0.004 0.10
H -5.0739 -2.5992 2.5395 0.012 0.004 -0.017 0.10
H -3.8089 -4.4282 1.4509 -0.001 0.024 -0.007 0.11
H -2.0718 -3.9133 -0.1982 0.019 0.018 0.036 0.11
H 0.0156 -1.7290 -4.1444 -0.024 -0.033 0.002 0.10
H -1.0140 -2.3786 -6.2687 -0.009 -0.002 0.017 0.10
H -3.4398 -2.8493 -6.3859 0.006 0.014 0.016 0.11
H -4.8313 -2.6477 -4.3521 0.010 0.000 0.002 0.10
H -3.8092 -2.0137 -2.2106 0.017 -0.027 -0.007 0.10
C 4.8428 -0.0034 3.6593 -0.019 -0.049 -0.039 -0.04
O 4.7878 0.2460 2.2401 -0.060 0.123 -0.014 -0.17
C 3.6559 0.4288 1.6075 0.038 -0.109 0.208 -1.19
S 3.8062 0.7069 -0.0562 -0.214 -0.078 -0.366 0.72
S 2.1310 0.3698 2.3576 0.092 0.002 -0.034 0.74
H 5.6834 0.5717 4.0344 0.019 -0.006 -0.028 0.10
H 5.0198 -1.0659 3.8059 -0.021 -0.022 -0.001 0.10
H 3.9224 0.2980 4.1499 -0.039 0.045 -0.017 0.05
C -2.3624 3.9073 -2.5609 -0.028 0.036 -0.013 0.01
C -0.8808 4.1048 -2.3672 0.068 -0.096 0.011 -0.56
N -0.3381 5.2030 -2.9427 -0.013 -0.035 0.021 0.17
O -0.2042 3.3082 -1.7291 -0.075 0.284 -0.103 -0.01
H -2.8626 4.7799 -2.9778 0.002 -0.020 0.007 0.08
H -2.8124 3.6539 -1.6024 -0.002 0.000 -0.004 0.08
H -2.5117 3.0594 -3.2302 0.006 -0.004 0.004 0.10
H -0.8757 5.8211 -3.5217 -0.024 0.000 -0.002 0.10
H 0.6577 5.3326 -2.8899 0.022 -0.013 -0.006 0.11
```
Forces are in eV/Å.

Summary:
total charge: +1
molecular weight: 725.740 g mol⁻¹
Kohn-Sham gap: 8.5 eV
LUMO energy: -2.12 eV

Entry from the OMol25 dataset: C2H4O3 in the gas phase at a distorted geometry (wB97M-V/def2-TZVPD).

XYZ file:
```
9
Properties=species:S:1:pos:R:3:forces:R:3:lowdin_charge:R:1
C -0.2738 0.9958 0.6490 -0.062 0.146 -2.822 -0.04
O -0.3713 -0.4018 0.7515 0.375 -1.257 0.291 -0.03
C -0.1060 -0.9526 -0.4098 4.566 -1.473 -0.579 -0.27
O 1.4845 -1.0238 -0.9428 -1.631 1.445 0.753 -0.07
O 0.7093 -2.0971 -0.4012 -2.974 0.443 -0.057 -0.03
H 0.3279 1.1882 -0.2625 0.740 0.508 1.248 0.11
H 0.0127 1.3822 1.5717 0.855 0.755 1.222 0.09
H -1.1864 1.4108 0.3127 -1.597 0.455 0.277 0.08
H -0.5969 -0.5016 -1.2687 -0.272 -1.022 -0.333 0.16
```
Forces are in eV/Å.

Summary:
total charge: 0
molecular weight: 76.051 g mol⁻¹
Kohn-Sham gap: 10.5 eV
structure (SMILES): COC1OO1
LUMO energy: 0.82 eV

Entry from the OMol25 dataset: a molecular structure, C22H31BrF4GaO15 at a distorted geometry (wB97M-V/def2-TZVPD).

XYZ file:
```
74
Properties=species:S:1:pos:R:3:forces:R:3:lowdin_charge:R:1
C -4.6716 -0.9861 -1.2041 0.099 0.110 -0.008 -0.17
C -3.6465 -0.6216 -2.4504 -1.133 0.012 -0.425 -0.32
C -2.4613 -1.7290 -2.6885 -1.138 -0.095 -0.716 -0.28
Ga -0.6608 -1.3048 -1.7661 -0.040 -0.891 0.732 0.42
C -0.6860 -1.6200 0.3137 0.635 -0.544 1.127 -0.32
C -1.9911 -2.4696 0.8263 0.385 -0.224 0.273 -0.21
C 0.7739 -2.6647 -2.5004 0.420 -0.585 2.075 -0.25
O 0.7641 -2.7697 -3.9706 2.974 -4.486 -0.820 -0.17
C 1.6378 -3.9262 -4.3552 4.583 -0.551 2.926 -0.27
C 1.3756 -4.8459 -5.7108 0.071 0.310 -0.731 -0.05
O 2.7370 -4.2659 -3.6258 -6.927 2.080 -4.325 -0.10
C 0.0528 0.6055 -2.1056 0.119 2.012 -0.281 -0.20
C -0.9271 1.8173 -1.5983 0.712 3.793 -6.858 -0.67
O -1.1860 2.8020 -2.5008 0.922 -5.595 5.906 -0.20
Br -1.8192 1.9731 0.1840 0.780 -0.254 -1.250 0.62
H -4.1966 -0.7314 -0.1443 -0.891 -0.695 -2.333 0.07
H -5.6933 -0.3831 -1.2642 2.159 -1.195 -0.037 0.07
H -4.9172 -2.1310 -1.2677 0.407 2.154 0.309 0.07
H -4.3008 -0.5787 -3.4483 1.196 0.011 2.143 0.10
H -3.2774 0.4741 -2.2671 -0.405 -2.055 -0.424 0.07
H -2.8729 -2.7735 -2.3243 0.755 1.910 -0.767 0.05
H -2.2550 -1.8417 -3.8568 -0.536 0.254 2.372 0.06
H 0.2752 -2.2700 0.5932 -1.956 1.439 -0.538 0.04
H -0.5285 -0.5848 0.8632 -0.527 -2.268 -0.909 0.01
H -2.5331 -1.9418 1.7424 0.942 -1.190 -1.979 0.08
H -1.6280 -3.5447 1.1921 -0.910 2.244 -0.699 0.06
H -2.7313 -2.6382 -0.0643 1.181 0.331 1.930 0.03
H 1.8300 -2.3875 -2.0426 -1.867 -0.632 -1.335 0.07
H 0.5142 -3.7423 -2.0574 0.569 2.182 -0.896 0.09
H 0.4346 -5.5447 -5.6291 1.698 1.672 0.089 0.08
H 1.2630 -4.1802 -6.6934 0.020 -1.233 2.343 0.09
H 2.2993 -5.5617 -5.9318 -1.868 1.792 0.990 0.09
H 1.1139 0.7153 -1.6232 -2.163 -0.215 -0.486 0.06
H 0.2043 0.7392 -3.2821 -0.563 0.247 2.607 0.09
C -1.6604 -7.0441 4.0942 0.249 -1.217 0.124 -0.08
C -1.3710 -5.6918 4.6503 0.645 0.570 -0.044 -0.34
O -2.0627 -4.8234 3.7818 -0.602 -0.719 0.261 0.13
C -3.1209 -5.5492 3.3235 -2.853 1.427 -1.881 -0.50
O -4.0948 -5.0653 2.7709 2.468 -1.366 1.442 0.15
O -2.9617 -6.8862 3.5656 -0.238 0.776 -0.073 0.07
F -0.0511 -5.4104 4.5717 0.227 0.111 0.230 0.08
H -0.9736 -7.3270 3.2894 0.081 0.259 0.142 0.15
H -1.6408 -7.8224 4.8619 -0.193 0.089 -0.151 0.14
H -1.7235 -5.5437 5.6767 0.188 0.078 -0.040 0.17
C -0.2799 5.6433 -1.9386 -0.976 -0.915 -0.094 -0.08
C 0.2013 6.4369 -0.7722 0.036 -0.285 0.438 -0.33
O 1.4425 6.9433 -1.2077 -0.345 0.316 -0.595 0.13
C 1.3233 7.0595 -2.5601 1.562 1.222 -2.341 -0.50
O 2.0791 7.7126 -3.2602 -1.649 -1.482 1.643 0.13
O 0.2479 6.3607 -3.0362 1.128 1.053 0.248 0.08
F 0.4184 5.6391 0.2974 0.022 0.056 0.525 0.07
H 0.1158 4.6222 -1.9484 -0.118 0.177 0.206 0.13
H -1.3711 5.5972 -1.9886 0.252 -0.038 -0.176 0.15
H -0.4567 7.2663 -0.4915 0.100 -0.072 0.193 0.17
C 5.3120 -0.9292 -0.0203 0.801 0.155 -0.933 -0.08
C 4.9753 -1.7506 1.1770 0.092 -0.116 0.618 -0.33
O 3.7345 -1.2293 1.5960 0.071 -0.184 -0.731 0.14
C 3.1429 -0.7655 0.4596 -3.699 1.089 -0.630 -0.48
O 1.9573 -0.4941 0.3669 3.526 -0.465 0.313 0.13
O 4.0393 -0.6485 -0.5673 -0.574 -0.154 0.625 0.07
F 5.8759 -1.5535 2.1659 0.284 -0.160 0.358 0.07
H 5.8115 0.0107 0.2376 -0.021 -0.169 0.238 0.15
H 5.9350 -1.4727 -0.7357 -0.257 0.092 -0.019 0.14
H 4.8745 -2.8219 0.9725 0.096 0.072 0.162 0.18
C 1.5977 6.7489 3.5775 0.984 -0.063 -0.918 -0.08
C 0.2014 6.2472 3.7201 -0.320 -1.016 -0.209 -0.34
O -0.1552 6.6325 5.0283 0.383 0.912 -0.135 0.14
C 0.5701 7.7591 5.2762 -0.316 2.044 2.363 -0.50
O 0.3369 8.5366 6.1866 0.611 -1.829 -2.113 0.14
O 1.5871 7.9161 4.3747 -0.838 0.154 0.790 0.07
F 0.1642 4.8977 3.6485 -0.189 -0.040 -0.088 0.09
H 2.3419 6.0480 3.9702 -0.282 -0.108 -0.020 0.15
H 1.8510 6.9849 2.5404 -0.035 0.113 0.224 0.14
H -0.5058 6.6784 3.0036 0.000 -0.214 0.046 0.17
```
Forces are in eV/Å.

Summary:
total charge: -1
molecular weight: 761.094 g mol⁻¹
Kohn-Sham gap: 6.9 eV
LUMO energy: 2.02 eV

> Look up the LUMO energy of the third one.

0.82 eV